C13H22CoF5O3PS2Te as an isolated structure, computed with ωB97M-V/def2-TZVPD.

Geometry as ORCA input:
```
! wB97M-V def2-TZVPD RIJCOSX def2/J DEFGRID3
* xyz 1 5
Co -0.65 0.69 0.01
C 2.67 -2.61 0.36
C 2.11 -1.37 -0.26
C 2.69 -0.12 0.00
C 2.20 1.03 -0.59
C 1.10 0.97 -1.45
C 0.54 -0.28 -1.76
C 1.03 -1.43 -1.15
H 2.73 -2.49 1.44
H 3.69 -2.78 0.01
H 2.07 -3.49 0.13
H 3.53 -0.07 0.67
H 2.68 1.98 -0.39
H 0.84 1.84 -2.05
H -0.18 -0.37 -2.57
H 0.61 -2.40 -1.41
C -4.03 3.63 2.34
C -4.87 2.78 1.40
C -5.02 1.34 1.84
O -4.36 2.83 0.01
P -3.05 2.31 -0.64
S -2.86 0.27 -0.83
S -1.35 2.86 0.35
O -3.13 2.73 -2.13
C -3.32 4.06 -2.78
C -2.42 5.11 -2.16
C -4.78 4.44 -2.74
H -4.58 3.74 3.28
H -3.85 4.62 1.92
H -3.08 3.14 2.56
H -5.85 3.24 1.28
H -4.04 0.88 1.98
H -5.59 0.77 1.11
H -5.54 1.31 2.80
H -3.01 3.84 -3.80
H -2.73 5.33 -1.14
H -2.49 6.03 -2.74
H -1.38 4.79 -2.16
H -5.10 4.65 -1.72
H -5.40 3.63 -3.14
H -4.94 5.33 -3.35
F -1.03 -1.31 4.03
Te -0.25 -0.10 2.87
F 0.67 1.31 1.91
F 0.33 0.85 4.36
F 1.40 -0.97 2.96
F -1.77 1.03 3.01
O -0.79 -0.82 1.33
*
```

**Total energy**: -109443.7414 eV
**<S²>**: 6.023
**Lowest unoccupied orbital energy (alpha / beta)**: -3.4 / -7.6 eV
**HOMO energy (alpha / beta)**: -12.75 / -12.97 eV
**Largest force on an atom**: 3.3 eV/Å
**Orbital gap (alpha / beta)**: 9.3330 / 5.4138 eV